Entry 1:
Entry from OMol25: a structure of composition C29H29N4O4Pd (ωB97M-V with the def2-TZVPD basis set).

Results
Net charge: +3
F_max: 0.00830 hartree/bohr
Highest occupied orbital energy (spin up / spin down): -16.54 / -16.51 eV
Energy: -1769.32765 hartree
LUMO energy (spin up / spin down): -0.31161 / -0.41799 Ha
Multiplicity: 5
HOMO-LUMO gap (spin up / spin down): 8.1 / 5.1 eV

```
67
C29H29N4O4Pd, DFT ωB97M-V with the def2-TZVPD basis set
Pd -0.05467 0.86088 -0.47988
O 3.84877 2.36514 -0.16194
C 2.57251 2.15450 -0.27394
O 2.13566 1.12736 -0.78377
C 1.70760 3.24336 0.27176
C 2.18401 4.46331 0.69411
C 1.26969 5.39204 1.18606
C -0.06713 5.04833 1.23554
C -0.46245 3.79430 0.78542
N 0.39800 2.90289 0.30553
H 3.24000 4.69429 0.64243
H 1.60393 6.36279 1.52578
H -0.80719 5.73754 1.61721
H -1.50163 3.49538 0.82267
C -6.31619 -5.71515 -3.47284
C -5.54832 -5.07718 -2.38306
C -4.25510 -5.54399 -2.03584
C -3.57285 -4.99916 -0.99361
C -4.15145 -3.94364 -0.22396
N -3.45389 -3.50356 0.84895
C -3.99096 -2.77073 1.97623
O -3.97143 -3.28075 3.05187
N -4.50636 -1.52278 1.70915
C -3.99689 -0.50402 0.88597
C -4.85026 0.53748 0.52066
C -4.35216 1.59870 -0.20935
C -3.00517 1.61438 -0.52918
N -2.17996 0.63096 -0.15964
C -2.65912 -0.42693 0.50913
C -5.44098 -3.45243 -0.57778
C -6.10770 -4.01595 -1.62426
H -5.66417 -6.10904 -4.25128
H -7.05224 -5.03909 -3.90375
H -6.86561 -6.56946 -3.05506
H -3.82234 -6.35857 -2.60142
H -2.59779 -5.37651 -0.71168
H -2.69675 -4.10766 1.15391
H -5.12121 -1.21178 2.45262
H -5.89351 0.51223 0.80999
H -4.99210 2.41260 -0.51812
H -2.57155 2.43538 -1.08676
H -1.93789 -1.18568 0.78357
H -5.90374 -2.67524 0.01030
H -7.10124 -3.66846 -1.87599
C 3.67538 -0.52743 -6.32566
C 2.98535 -0.88286 -5.05316
C 3.47993 -1.86799 -4.21239
C 2.85434 -2.19946 -3.01634
C 3.49142 -3.26795 -2.17564
C 1.67492 -1.49754 -2.64382
C 1.10218 -1.80369 -1.37828
O 0.13151 -1.24214 -0.81852
C 1.13863 -0.50326 -3.51914
C -0.16462 0.18992 -3.27360
C 1.80135 -0.21413 -4.68838
H 4.45668 -1.24137 -6.57331
H 4.13113 0.46125 -6.23422
H 2.96404 -0.48221 -7.15077
H 4.37693 -2.40198 -4.49746
H 4.13664 -3.88171 -2.79957
H 2.77511 -3.93502 -1.69997
H 4.11756 -2.82571 -1.39780
H 1.54848 -2.62822 -0.81548
H -0.97808 -0.48535 -3.01495
H -0.45220 0.81437 -4.11784
H -0.08290 0.94434 -2.43526
H 1.39677 0.52988 -5.36356
```

How is the electron density shared among the atoms? According to natural (NBO), the charges in e are: 1.2833, -0.0424, 0.7121, -0.6215, 0.0527, -0.1585, -0.1040, -0.1872, 0.0707, -0.5017, 0.2691, 0.2696, 0.2668, 0.2176, -0.6779, 0.1902, -0.1835, -0.1944, 0.3496, -0.5689, 0.7803, -0.4615, -0.6383, 0.1273, -0.1461, -0.2016, 0.0253, -0.4945, 0.0160, -0.2359, -0.1581, 0.2585, 0.2559, 0.2894, 0.2570, 0.2379, 0.4372, 0.4452, 0.2559, 0.2666, 0.2215, 0.2302, 0.2462, 0.2532, -0.6552, 0.1305, -0.2272, 0.1235, -0.6596, -0.1910, 0.4449, -0.6974, 0.0302, -0.5447, -0.2092, 0.2444, 0.2545, 0.2490, 0.2401, 0.2544, 0.2237, 0.2496, 0.1780, 0.2423, 0.2609, 0.1192, 0.2294

Entry 2:
Entry from OMol25: the molecule C5H10O2 at a distorted geometry (ωB97M-V with the def2-TZVPD basis set).

Results
Net charge: 0
SMILES: O=CCCCCO
F_max: 0.02051 hartree/bohr
Highest occupied orbital energy: -9.76 eV
Energy: -346.96086 hartree
LUMO energy: 0.03166 Ha
HOMO-LUMO gap: 10.6 eV

```
17
C5H10O2, DFT ωB97M-V with the def2-TZVPD basis set
O 1.89934 0.55343 2.65524
C 1.12276 0.38633 1.75030
C 1.19001 -0.76026 0.77888
C 0.97108 -0.33402 -0.67615
C -0.30071 0.44078 -0.98395
C -1.59964 -0.22752 -0.53268
O -2.54197 0.67937 0.00164
H 0.32983 1.14171 1.58839
H 0.54073 -1.57330 1.08548
H 2.20456 -1.16051 0.85434
H 0.95511 -1.23958 -1.27839
H 1.83565 0.22409 -1.03351
H -0.38567 0.73242 -2.03387
H -0.28251 1.41671 -0.49231
H -1.36994 -0.98839 0.21557
H -2.04269 -0.77405 -1.37478
H -2.52596 1.48279 -0.52417
```

How is the electron density shared among the atoms? According to natural (NBO), the charges in e are: -0.5133, 0.4391, -0.5233, -0.3922, -0.4388, -0.0618, -0.7109, 0.1080, 0.2324, 0.2359, 0.2090, 0.2143, 0.2107, 0.1990, 0.1694, 0.1591, 0.4634

Entry 3:
Entry from OMol25: the molecule C7H10O at a distorted geometry (ωB97M-V with the def2-TZVPD basis set).

Results
Net charge: 0
SMILES: C=CC[C@@H]1C=COC1
F_max: 0.12385 hartree/bohr
Highest occupied orbital energy: -8.77 eV
Energy: -347.75086 hartree
LUMO energy: 0.03576 Ha
HOMO-LUMO gap: 9.7 eV

```
18
C7H10O, DFT ωB97M-V with the def2-TZVPD basis set
C 0.06234 -0.50987 -2.19125
C -0.11975 -1.18138 -0.96379
C 0.95737 -1.04962 0.19691
C 0.56366 0.08347 0.99814
C -0.83714 -0.17172 1.32202
C -1.54393 0.79548 0.81808
O -0.85216 1.62436 -0.01661
C 0.39936 1.56477 0.38509
H -0.78461 -0.98093 -2.84776
H 1.20433 -0.62603 -2.49307
H -1.13869 -1.03581 -0.73583
H 0.94251 -2.01981 0.78225
H 1.81944 -0.79697 -0.43139
H 1.34866 0.40503 1.73846
H -1.23614 -1.18792 1.82009
H -2.71252 1.00275 0.88996
H 0.56528 2.38057 1.20823
H 1.36201 1.70362 -0.47951
```

How is the electron density shared among the atoms? According to natural (NBO), the charges in e are: -0.4530, -0.1348, -0.4582, -0.3145, -0.2961, 0.1070, -0.5117, -0.0264, 0.2221, 0.1858, 0.1909, 0.2282, 0.2196, 0.2278, 0.2445, 0.2157, 0.1716, 0.1815

Entry 4:
Entry from OMol25: a structure of composition C4H14NO3 at a distorted geometry (ωB97M-V with the def2-TZVPD basis set).

Results
Net charge: -1
F_max: 0.09627 hartree/bohr
Highest occupied orbital energy: -3.90 eV
Energy: -441.25916 hartree
LUMO energy: 0.14249 Ha
HOMO-LUMO gap: 7.8 eV

```
22
C4H14NO3, DFT ωB97M-V with the def2-TZVPD basis set
C 0.98075 0.59251 0.78120
O 1.99243 -0.31967 0.42091
C -0.30838 0.15344 -0.18680
C -1.43511 1.19674 0.02059
C -2.72524 0.93484 -0.73622
N -0.81044 -1.16990 0.03611
H 1.22748 1.56929 0.21670
H 0.83653 0.54863 1.85128
H 0.10406 0.29522 -1.17567
H -1.01979 2.20588 0.07013
H -1.77515 0.92778 1.08139
H -3.52810 0.80650 0.00290
H -2.97571 1.66112 -1.50965
H -2.91803 0.01035 -1.25351
H -0.78061 -1.32721 1.04415
H -0.19069 -1.89242 -0.32784
H 1.73112 -2.66573 2.07480
H 1.68203 -1.52119 0.81854
O 1.31855 -2.59774 1.20689
H 3.38246 -0.36947 -1.36371
H 2.18851 0.55920 -1.26369
O 3.02331 0.40183 -1.80849
```

How is the electron density shared among the atoms? According to natural (NBO), the charges in e are: -0.0755, -0.9217, -0.0452, -0.4218, -0.6239, -0.8661, 0.1223, 0.1538, 0.1648, 0.2034, 0.1751, 0.1948, 0.1870, 0.2251, 0.3644, 0.3898, 0.4306, 0.4960, -1.1340, 0.4790, 0.4946, -0.9926